No. 1
{"formula": "C14H42NO17", "method": "the ωB97M-V functional and the def2-TZVPD basis", "symbols": ["O", "H", "H", "H", "O", "H", "C", "O", "H", "H", "H", "H", "H", "C", "O", "H", "C", "O", "H", "H", "C", "H", "O", "H", "O", "H", "H", "C", "O", "H", "C", "O", "H", "O", "H", "H", "H", "H", "H", "H", "H", "O", "C", "O", "H", "H", "O", "C", "H", "O", "H", "C", "O", "C", "H", "O", "H", "H", "H", "H", "H", "C", "C", "H", "O", "H", "H", "C", "C", "H", "N", "H", "H", "H"], "coordinates": [[0.773, 8.663, 4.488], [-4.802, 5.038, 3.837], [6.043, 4.593, -4.070], [5.251, -2.310, -0.939], [-0.258, 0.136, 0.466], [-5.805, 3.590, 4.407], [4.931, 3.089, -5.070], [7.247, 2.834, -4.379], [0.620, -4.231, 5.636], [7.335, 2.046, -3.837], [2.471, -6.062, 5.855], [-3.899, 1.757, -4.693], [-3.579, -5.278, -4.357], [-4.877, 1.280, -4.651], [5.099, 3.452, -6.424], [1.348, 5.799, 4.598], [6.570, -3.293, -0.053], [1.775, 0.721, 0.640], [-0.464, -5.364, 6.434], [2.020, 7.831, 5.717], [-5.861, 2.476, -4.660], [3.948, -4.082, -0.679], [-5.605, 3.395, -5.631], [-1.227, -8.480, -3.878], [-3.674, -6.220, -4.197], [0.164, 8.486, 5.208], [-1.574, -6.145, -4.050], [-5.670, 4.395, 3.685], [-3.327, -8.996, -3.756], [4.903, -3.520, 1.269], [1.870, 7.978, 4.647], [-0.329, -5.693, 4.482], [-6.970, 6.015, 4.443], [1.064, -0.519, -0.924], [3.932, 3.304, -4.690], [-4.799, 3.336, 2.353], [-4.816, 0.813, -3.667], [6.050, -4.929, 1.003], [3.044, 5.135, 3.392], [-7.072, 5.875, 2.783], [-8.509, 3.883, 3.491], [6.161, -2.525, -1.155], [1.432, -6.345, 6.024], [4.613, -4.720, -0.410], [-5.142, 0.794, -6.541], [1.379, -7.255, 5.426], [-4.972, 0.350, -5.706], [5.474, -4.118, 0.559], [7.289, -4.013, -0.444], [1.234, -6.862, 7.296], [7.034, -2.573, 0.622], [-2.239, -8.205, -4.173], [-5.574, 3.902, 2.384], [0.304, -5.273, 5.665], [6.036, 3.257, -6.501], [-8.292, 4.729, 3.889], [0.128, -5.199, 3.797], [-6.375, 3.962, -5.715], [-2.135, -8.134, -5.256], [2.717, 8.607, 4.374], [4.951, 2.009, -5.216], [1.822, 6.569, 3.989], [6.027, 3.504, -4.110], [-6.892, 2.153, -4.804], [3.046, 5.947, 3.904], [-2.940, -9.864, -3.615], [1.154, -6.166, 7.952], [-6.989, 5.246, 3.670], [-2.445, -6.727, -3.749], [5.889, 3.085, -3.114], [0.886, 0.108, 0.090], [-5.672, 3.008, -3.728], [1.309, 6.684, 3.035], [-2.556, -6.735, -2.664]], "energy_ha": -1892.1169, "total_charge": -1, "homo_energy_ev": -4.303}

No. 2
{"formula": "C48H123N9O15", "method": "the ωB97M-V functional and the def2-TZVPD basis", "symbols": ["H", "H", "H", "C", "C", "C", "H", "H", "C", "H", "H", "C", "N", "H", "C", "H", "H", "H", "O", "H", "H", "H", "H", "C", "C", "H", "H", "O", "H", "C", "C", "H", "H", "N", "H", "H", "H", "H", "C", "C", "C", "O", "H", "H", "H", "H", "C", "C", "C", "H", "H", "H", "H", "H", "H", "H", "H", "H", "H", "H", "H", "O", "C", "H", "C", "H", "C", "H", "H", "H", "H", "C", "H", "H", "O", "H", "C", "H", "N", "H", "C", "C", "C", "C", "H", "C", "H", "H", "C", "H", "H", "N", "H", "H", "H", "H", "H", "H", "H", "C", "H", "H", "H", "C", "C", "H", "H", "O", "H", "H", "H", "H", "C", "H", "H", "H", "C", "N", "H", "H", "H", "O", "H", "C", "H", "H", "H", "C", "H", "H", "H", "H", "C", "H", "C", "H", "H", "H", "H", "N", "H", "H", "C", "N", "O", "H", "O", "H", "H", "H", "O", "C", "O", "H", "H", "H", "H", "C", "H", "C", "C", "H", "C", "H", "H", "N", "O", "H", "C", "C", "C", "H", "H", "N", "H", "H", "H", "H", "H", "H", "H", "H", "O", "H", "C", "H", "C", "H", "H", "H", "C", "O", "H", "H", "O"], "coordinates": [[14.815, -7.527, 8.354], [15.835, -2.825, 27.101], [7.132, 0.873, 9.898], [16.197, -3.785, 27.469], [16.076, -8.294, 18.606], [16.345, -5.950, 6.594], [17.387, -0.291, 19.545], [23.109, 4.055, 14.185], [22.673, 4.677, 13.403], [22.434, -2.040, -1.812], [18.219, -9.499, 17.454], [17.992, -4.222, 21.899], [14.978, -4.550, 16.788], [22.999, -4.220, -5.398], [23.864, 1.506, 5.698], [19.072, -1.034, 19.488], [19.728, 0.095, 10.341], [21.431, -6.351, 19.021], [20.758, -5.044, 16.868], [9.083, -4.471, 6.719], [13.809, -5.690, 15.568], [15.808, -8.524, 17.575], [22.195, -3.444, 2.663], [10.062, -0.498, 9.211], [19.768, -8.707, 18.929], [20.457, -9.515, 18.687], [18.212, -4.226, 25.914], [9.190, -2.505, 5.842], [19.034, 2.240, 9.908], [18.008, -1.176, 19.678], [18.657, 0.229, 10.187], [15.690, -3.834, 16.765], [23.350, -4.724, -2.340], [15.533, -3.994, 5.409], [11.253, -4.382, 7.934], [27.733, 2.472, 5.167], [17.953, -0.165, 12.356], [25.881, 0.978, 7.490], [25.031, 4.987, 13.425], [16.581, -5.040, 5.287], [10.636, -1.932, 9.477], [23.750, 5.328, 12.892], [10.470, -2.150, 10.532], [19.536, -3.885, 10.055], [20.502, 9.093, 9.247], [22.209, -4.161, 15.711], [19.625, 8.876, 9.856], [21.453, 5.622, 13.799], [21.492, -3.535, -0.646], [15.680, -4.177, 28.345], [7.706, -1.857, 4.574], [27.794, 2.788, 7.932], [13.037, -4.141, 14.154], [9.019, -2.539, 8.279], [8.268, 1.542, 8.737], [11.539, -2.952, 7.104], [16.369, -5.316, 23.835], [17.319, -3.042, 23.447], [18.145, -10.178, 18.959], [21.987, 6.442, 14.278], [10.688, 0.314, 9.582], [14.937, -6.190, 6.687], [10.729, -3.486, 7.601], [15.828, -3.706, 3.214], [9.778, -3.697, 6.396], [8.495, 1.573, 10.489], [22.760, -3.036, -1.511], [18.546, 6.861, 11.280], [13.912, 0.172, 6.596], [16.896, -0.943, 9.296], [25.877, -3.235, -7.630], [17.981, -0.978, 9.389], [14.109, 0.488, 4.896], [20.614, -3.178, -1.183], [16.182, -4.695, 26.337], [23.278, -2.332, -3.974], [25.807, 2.021, 7.185], [26.327, 4.804, 7.151], [22.936, -3.855, -2.647], [18.611, 1.329, 11.957], [18.578, -2.995, 21.134], [14.468, -4.830, 15.450], [27.036, 4.259, 6.529], [25.119, -3.832, -7.122], [19.052, -3.558, 20.330], [15.633, -5.327, 14.489], [13.872, -2.109, 3.710], [23.573, 1.608, 4.652], [13.614, -3.650, 14.938], [17.741, -1.810, 18.833], [12.699, -0.579, 5.589], [28.094, 2.268, 6.088], [24.756, -2.917, -3.319], [16.972, -6.840, 6.645], [9.922, -0.349, 8.141], [25.795, 5.529, 12.868], [20.587, -4.509, 14.922], [13.369, -7.027, 7.622], [27.971, 4.812, 6.444], [13.738, -0.250, 5.606], [19.396, -2.657, 21.771], [8.526, -3.236, 3.819], [24.011, 0.426, 5.714], [23.788, -3.252, -3.690], [15.720, -3.210, 4.178], [20.805, 5.095, 14.500], [25.390, 4.002, 13.123], [24.886, -3.358, -5.808], [10.438, -4.129, 5.644], [19.980, -8.352, 19.938], [15.670, -7.388, 19.056], [16.738, -2.843, 4.313], [21.123, -4.146, 15.798], [18.912, 6.659, 13.627], [20.876, -3.124, 16.085], [21.442, -4.623, -0.694], [19.674, 7.122, 13.000], [20.723, 6.186, 12.632], [17.106, -8.237, 14.150], [16.958, 0.900, 11.400], [17.170, -3.514, 27.877], [25.091, 2.221, 5.974], [11.678, -1.961, 9.161], [17.981, 0.548, 11.532], [22.777, -5.721, 17.065], [19.567, -7.026, 17.565], [17.624, -4.723, 5.300], [18.302, -9.202, 18.499], [20.278, -2.353, 10.206], [23.019, 1.586, 6.381], [16.729, -7.081, 12.844], [7.419, -3.363, 5.075], [21.758, -6.099, 16.982], [17.894, -5.812, 26.147], [17.393, -5.063, 24.110], [23.233, -2.785, 1.246], [18.270, -1.036, 8.340], [23.619, -2.978, -0.843], [18.958, 1.336, 8.433], [20.239, -7.671, 17.955], [14.217, -5.880, 8.655], [22.326, -7.706, 18.237], [17.440, -4.951, 25.658], [18.645, 1.470, 9.383], [15.968, -6.613, 14.793], [18.265, 8.493, 11.982], [17.624, -1.997, 20.769], [24.493, -5.005, -4.846], [25.305, -4.895, -7.276], [26.482, 4.417, 5.603], [17.505, -8.183, 19.009], [14.821, -1.927, 4.215], [20.098, 8.262, 11.027], [17.901, -6.605, 14.053], [28.089, 1.258, 6.117], [19.195, 8.101, 9.222], [16.532, -4.719, 14.586], [21.490, -7.012, 18.156], [15.360, -5.094, 13.459], [22.479, -3.483, 1.611], [19.008, 7.731, 11.747], [21.653, -6.698, 16.077], [8.277, -2.765, 4.770], [18.628, -5.095, 21.754], [15.704, -9.084, 19.258], [17.821, -3.905, 23.296], [18.198, -2.278, 9.946], [20.134, 7.898, 13.612], [23.989, -4.047, -4.978], [8.190, 0.949, 9.649], [27.156, 2.809, 7.048], [17.993, -5.942, 23.874], [25.027, 5.276, 14.476], [9.887, -2.871, 8.674], [14.188, -2.828, 14.510], [24.225, -3.808, -7.745], [17.000, -4.499, 21.542], [15.323, -1.200, 3.578], [16.485, -5.360, 7.501], [21.218, 6.781, 11.983], [15.358, -5.406, 17.167], [15.671, -3.363, 6.185], [14.567, -1.423, 5.541], [25.333, 2.436, 8.075], [16.990, -7.183, 13.897], [19.066, 9.807, 9.769], [14.355, -6.651, 7.897], [22.852, -4.507, 1.610], [22.260, 3.965, 12.689], [12.966, -3.342, 15.758], [19.461, -2.860, 9.692], [21.358, -3.231, 0.744], [16.457, -5.556, 4.335], [19.686, -2.834, 8.626], [8.738, -0.319, 9.759]], "energy_ha": -3523.3434, "total_charge": 0, "smiles": "COC[C@H](C)N.COC[C@H](C)N.COC[C@H](C)N.COCCNCCOC.COCCNCCOC.COCCNCCOC.COCCNCCOC.COCCNCCOC.COCCNCCOC", "homo_energy_ev": -8.141}

These records have orbital gap values of 6.344, 8.310 eV, in the order they appear.
These records have max |F| values of 5.40, 3.62 eV Å⁻¹, in the order they appear.
These records have relative energy (zero: lowest compared OMol25 entry of this formula, charge and spin) values of 140.00, 226.98 kcal/mol, in the order they appear.